(1)
C43H88CaNO12 | wB97M-V/def2-TZVPD

The molecular weight is 851.25 g mol⁻¹. As for the charge: +1. For the LUMO energy, the calculation gives -0.114 Eh. Its energy is -3326.25132 Ha. The energy above the lowest of the compared OMol25 structures with the same formula, charge and spin comes out at 0.000 eV.

```
145
C43H88CaNO12 | the OMol25 dataset | wB97M-V/def2-TZVPD
Ca -1.0064 -1.7320 -1.1734
O 0.5301 0.6992 1.8420
C 0.0811 -0.1496 0.8913
O -0.5596 -1.2011 1.1469
O 0.2991 0.0966 -0.3257
H 0.9005 1.3104 1.1500
C -4.7012 0.7028 0.3807
C -4.9097 1.0667 -1.0756
C -4.0784 -0.0448 -1.7467
O -3.0507 -0.3745 -0.7877
C -3.2464 0.3807 0.4274
H -5.3543 -0.1207 0.6831
H -5.0205 1.5109 1.0451
H -4.5109 2.0514 -1.3218
H -5.9528 1.0355 -1.3854
H -3.6255 0.2687 -2.6896
H -4.7224 -0.9016 -1.9617
H -2.6025 1.2657 0.4722
H -2.9651 -0.2014 1.3067
C -4.0734 -4.5689 0.9066
C -4.0955 -5.1468 -0.5166
C -3.3388 -4.0916 -1.3365
O -2.5627 -3.3290 -0.3881
C -2.7367 -3.8716 0.9324
H -4.1424 -5.3354 1.6756
H -4.9242 -3.8934 0.9884
H -5.1415 -5.2522 -0.8054
H -3.6381 -6.1265 -0.6496
H -4.0552 -3.4442 -1.8439
H -2.6730 -4.6101 -2.0296
H -2.6741 -3.0689 1.6656
H -1.9347 -4.5799 1.1584
C -2.5294 -3.4393 5.4007
C -1.4517 -3.1097 4.3863
C -1.4597 -1.5684 4.4373
O -2.0158 -1.1931 5.6804
C -2.3555 -2.3725 6.4418
H -2.4915 -4.4352 5.8483
H -3.5239 -3.3105 4.9608
H -1.6186 -3.6009 3.4311
H -0.4848 -3.4832 4.7393
H -2.0249 -1.2238 3.5643
H -0.4254 -1.2372 4.3258
H -3.2846 -2.2178 6.9878
H -1.5070 -2.5459 7.1102
C -1.2943 2.5403 4.8518
C -2.0905 3.6385 5.5631
C -2.8364 4.2657 4.4011
O -3.2359 3.1426 3.6243
C -2.2173 2.1406 3.6907
H -1.0791 1.7059 5.5190
H -0.3280 2.9496 4.5468
H -1.4735 4.3643 6.0912
H -2.7491 3.1119 6.2551
H -2.2221 4.9715 3.8304
H -3.7271 4.8177 4.7019
H -1.6497 1.9813 2.7677
H -2.7603 1.2073 3.8661
C 2.9856 -3.8233 -0.8735
C 2.1212 -5.0801 -0.8150
C 0.7209 -4.5806 -0.4578
O 0.7582 -3.1346 -0.6355
C 1.9754 -2.7649 -1.2940
H 3.7664 -3.8971 -1.6292
H 3.4244 -3.5889 0.0944
H 2.5385 -5.7912 -0.1041
H 2.0448 -5.5666 -1.7883
H 0.4262 -4.7797 0.5715
H -0.0330 -4.9930 -1.1318
H 2.3053 -1.8026 -0.8960
H 1.9436 -2.6814 -2.3865
C 3.7427 -4.1293 3.1425
C 2.2837 -3.7271 3.2646
C 2.2974 -2.2610 2.8664
O 3.6189 -1.7976 3.1708
C 4.4143 -2.8685 3.6874
H 4.0515 -4.1989 2.0970
H 3.9333 -5.0686 3.6583
H 1.8862 -3.8941 4.2661
H 1.6048 -4.2493 2.5807
H 1.5580 -1.7151 3.4555
H 2.0192 -2.1294 1.8187
H 4.4300 -2.8436 4.7804
H 5.4252 -2.7355 3.3034
C 5.8393 0.1679 -0.1272
C 4.7229 -0.2174 0.8479
C 3.5789 0.7668 0.4694
O 4.0342 1.5326 -0.6161
C 5.1324 0.8850 -1.2648
H 6.3832 -0.7578 -0.3379
H 6.6160 0.8280 0.2665
H 5.0719 -0.0786 1.8665
H 4.4197 -1.2487 0.6839
H 3.2014 1.2875 1.3483
H 2.7595 0.1482 0.0658
H 5.6986 1.6734 -1.7494
H 4.7633 0.1432 -1.9872
C 1.5544 5.3394 -0.2201
C 0.4024 5.6727 0.7248
C 0.2811 4.4042 1.6072
O 0.7957 3.3632 0.8097
C 1.8875 3.8561 0.0213
H 2.4009 5.9720 0.0525
H 1.3565 5.5237 -1.2762
H -0.5248 5.9376 0.2173
H 0.6183 6.5257 1.3706
H -0.7755 4.2248 1.8123
H 0.8192 4.4876 2.5557
H 1.8859 3.2367 -0.8732
H 2.8379 3.7594 0.5508
C -1.9575 3.7901 -1.9349
C -2.6634 4.1231 -3.2399
C -2.4812 2.8868 -4.1181
O -1.2631 2.3044 -3.6769
C -1.1574 2.5121 -2.2596
H -2.6718 3.5717 -1.1377
H -1.2590 4.5474 -1.5875
H -2.1730 4.9974 -3.6807
H -3.6956 4.4803 -3.2106
H -2.3388 3.1695 -5.1608
H -3.3406 2.2092 -4.0631
H -0.1019 2.6303 -2.0306
H -1.5645 1.6303 -1.7616
C 2.0105 0.8049 -3.1491
C 2.2470 0.4587 -4.6172
N 1.4324 1.2127 -5.5590
C 1.6847 2.6363 -5.3644
C 0.9212 3.5841 -6.2809
C 1.8242 0.8625 -6.9251
C 1.6283 -0.5978 -7.2901
H 2.4271 1.7582 -2.8341
H 2.4184 -0.0207 -2.5619
H 0.9413 0.8266 -2.9284
H 3.3128 0.4697 -4.9098
H 2.0334 -0.6166 -4.6664
H 1.3888 2.8908 -4.3444
H 2.7565 2.9000 -5.4023
H 1.2954 3.5527 -7.3049
H -0.1334 3.2936 -6.2846
H 0.9444 4.6273 -5.9696
H 2.8588 1.1850 -7.1406
H 1.2441 1.4531 -7.6394
H 1.8072 -0.7318 -8.3572
H 0.6149 -0.9511 -7.0937
H 2.3283 -1.2258 -6.7376
```

---

(2)
C43H88ClN12O18PS3 | wB97M-V/def2-TZVPD

Its SMILES is [H]/N=C(\C)C[C@@H](S)O[C@](CCCCS(=O)(=O)Cl)(CNC)[C@](CCN)(O[C@](CON=O)(P(=O)(O)O)S(C)(=O)=O)c1ccncc1.CNC(C)=O.CNC(C)=O.CNC(C)=O.CNC(C)=O.CNC(C)=O.CNC(C)=O.CNC(C)=O. The molecular weight is 1223.87 g mol⁻¹. As for the charge: 0. For the LUMO energy, the calculation gives -0.007 Eh. Its energy is -5698.57570 Ha.

```
166
C43H88ClN12O18PS3 | the OMol25 dataset | wB97M-V/def2-TZVPD
H -3.7856 2.5455 -0.3543
N -2.9957 2.5384 -1.0182
C -1.9871 2.0491 -0.3925
C -2.1183 1.5963 1.0978
C -0.6562 1.8923 -1.2163
C 0.5851 2.5915 -0.4546
S 1.2456 1.3479 0.7424
O 1.4056 3.1544 -1.4206
C 2.6396 3.8232 -1.1688
C 2.9940 4.1865 0.3124
C 1.9415 4.7963 1.2877
C 0.8553 5.8052 0.7952
C 1.2728 7.3248 1.0821
S -0.0161 8.2837 1.9518
O 0.1037 9.6948 1.5851
O 0.1002 8.1576 3.4036
Cl -1.8982 7.6883 1.2687
C 2.4941 5.2055 -1.9746
N 3.0471 6.3979 -1.3087
C 2.9926 7.5075 -2.3285
C 3.7858 2.9070 -1.8774
C 3.6923 2.8007 -3.4224
C 2.3311 2.4775 -4.1386
N 2.5433 1.7841 -5.4531
O 3.8320 1.6895 -1.1557
C 4.5292 0.5464 -1.5294
C 4.4089 -0.3042 -0.1492
O 5.4028 -1.3039 0.0416
N 5.7642 -1.3358 1.3647
O 6.0833 -2.4241 1.6819
P 6.3269 0.5040 -2.0194
O 6.6314 -0.8607 -2.5497
O 6.8837 1.4808 -3.2086
O 7.4145 0.6495 -0.7523
S 3.6367 -0.6323 -2.7286
C 1.7979 -0.5446 -2.4845
O 3.9049 -2.0449 -2.3906
O 4.0490 -0.4524 -4.1148
C 5.1530 3.6489 -1.5196
C 5.7362 4.7461 -2.2858
C 6.9928 5.3559 -1.8512
N 7.7228 5.0052 -0.7630
C 7.1685 4.0077 -0.0218
C 5.9319 3.2926 -0.3151
H -1.9914 0.4796 1.1026
H -1.3318 2.0647 1.7429
H -3.1479 1.7889 1.4868
H -0.7412 2.3242 -2.2396
H -0.4615 0.7838 -1.2277
H 0.0404 3.3537 0.1774
H 0.5599 0.1690 0.5610
H 3.9108 4.8231 0.4355
H 3.3238 3.2089 0.7830
H 1.3940 3.9444 1.7875
H 2.4910 5.2877 2.1413
H 0.4903 5.6934 -0.2499
H -0.0565 5.6477 1.4447
H 1.3755 7.8059 0.0702
H 2.2773 7.4105 1.5606
H 1.3915 5.3968 -2.1181
H 2.9174 5.1829 -3.0117
H 4.0268 6.3132 -1.0426
H 4.0154 7.5437 -2.8015
H 2.1787 7.3600 -3.0739
H 2.8794 8.4695 -1.7622
H 4.0416 3.7378 -3.9399
H 4.4144 2.0220 -3.8154
H 1.8613 3.4719 -4.4163
H 1.5591 1.9378 -3.5528
H 1.6051 1.7876 -5.8755
H 3.0915 2.4050 -6.0614
H 3.3915 -0.7700 -0.1635
H 4.4406 0.4000 0.7274
H 6.5082 2.3799 -3.2433
H 7.8376 -0.2177 -0.6155
H 1.6282 0.4655 -2.0426
H 1.3345 -0.5910 -3.5022
H 1.4647 -1.3865 -1.8286
H 5.2374 5.1467 -3.1911
H 7.3977 6.1810 -2.4879
H 7.7331 3.6610 0.9018
H 5.5437 2.4795 0.3443
C 12.7919 6.1283 -1.9425
N 11.4599 6.0501 -2.5073
C 10.5714 7.0565 -2.7081
C 10.9809 8.4498 -2.3067
O 9.4779 6.8170 -3.2007
H 13.5048 5.7576 -2.6815
H 12.8322 5.4885 -1.0589
H 13.0576 7.1440 -1.6639
H 11.1152 5.1476 -2.7994
H 10.1692 9.1396 -2.5282
H 11.1854 8.4884 -1.2353
H 11.8626 8.7606 -2.8700
C 6.2101 0.1482 4.1308
N 6.5787 1.2833 3.3064
C 6.7053 2.5833 3.6787
C 6.4374 2.9311 5.1196
O 7.0277 3.4326 2.8561
H 7.0206 -0.5819 4.0988
H 5.3098 -0.3048 3.7150
H 6.0254 0.4368 5.1617
H 6.7729 1.1229 2.3275
H 6.5784 4.0006 5.2622
H 5.4086 2.6794 5.3832
H 7.1337 2.4003 5.7710
C -6.3425 -2.7686 1.9113
N -4.9895 -2.3212 1.6120
C -4.5988 -1.3148 0.7962
C -5.6691 -0.5282 0.0848
O -3.4051 -1.0646 0.6519
H -6.5032 -2.6815 2.9864
H -6.4318 -3.8102 1.6248
H -7.0918 -2.1841 1.3856
H -4.2187 -2.8008 2.0520
H -5.2013 0.2400 -0.5293
H -6.2498 -1.1844 -0.5651
H -6.3236 -0.0414 0.8100
C -7.8234 -8.0970 0.7220
N -7.5833 -6.8446 1.4120
C -8.4705 -5.8555 1.6990
C -9.8985 -6.0391 1.2637
O -8.0943 -4.8515 2.2957
H -7.5530 -8.9144 1.3921
H -7.1811 -8.1304 -0.1615
H -8.8595 -8.2068 0.4199
H -6.6480 -6.6485 1.7348
H -10.4808 -5.1690 1.5624
H -9.9506 -6.1335 0.1767
H -10.3252 -6.9221 1.7417
C -10.9846 -12.0505 3.8294
N -10.6119 -10.9177 3.0062
C -10.4742 -9.6174 3.3775
C -10.7321 -9.2638 4.8179
O -10.1494 -8.7763 2.5481
H -10.1788 -12.7862 3.7933
H -11.8910 -12.4971 3.4160
H -11.1632 -11.7625 4.8613
H -10.4235 -11.0775 2.0278
H -10.5838 -8.1958 4.9594
H -11.7611 -9.5065 5.0860
H -10.0352 -9.7991 5.4663
C -16.0703 -8.8647 7.0347
N -14.7162 -8.4415 6.7368
C -14.3086 -7.4384 5.9112
C -15.3680 -6.6406 5.1959
O -13.1174 -7.2089 5.7691
H -16.2352 -8.7705 8.1097
H -16.1774 -9.9134 6.7505
H -16.8088 -8.2709 6.5040
H -13.9529 -8.9300 7.1803
H -14.8898 -5.8825 4.5793
H -15.9578 -7.2920 4.5484
H -16.0159 -6.1410 5.9184
C 4.4088 -4.3841 -7.3063
N 3.1929 -3.7987 -7.8347
C 2.5633 -2.6605 -7.4320
C 3.1758 -1.8828 -6.2975
O 1.5340 -2.3016 -7.9896
H 5.1421 -4.4496 -8.1129
H 4.1834 -5.3913 -6.9497
H 4.8222 -3.7976 -6.4905
H 2.7269 -4.2665 -8.5974
H 2.5662 -1.0065 -6.0914
H 3.2139 -2.4972 -5.3971
H 4.1783 -1.5486 -6.5672
```

---

(3)
C43H91N5O12 | wB97M-V/def2-TZVPD

Its SMILES is CNC(C)=O.CNC(C)=O.CNC(C)=O.CNC(C)=O.CNC(C)=O.C1CCOC1.C1CCOC1.C1CCOC1.C1CCOC1.C1CCOC1.C1CCOC1.C1CCOC1. The molecular weight is 870.22 g mol⁻¹. As for the charge: 0. For the LUMO energy, the calculation gives 0.000 Eh. Its energy is -2869.56178 Ha. The energy above the lowest of the compared OMol25 structures with the same formula, charge and spin comes out at 0.225 eV.

```
151
C43H91N5O12 | the OMol25 dataset | wB97M-V/def2-TZVPD
C -3.4725 -3.6707 1.3960
N -2.2685 -4.2268 1.9734
C -1.6663 -3.7089 3.0542
C -0.3594 -4.3993 3.4561
O -2.1022 -2.7214 3.6409
H -4.2472 -3.7608 2.1575
H -3.8776 -4.2546 0.5695
H -3.3684 -2.6215 1.1194
H -1.9672 -5.1404 1.6657
H -0.1573 -4.1469 4.4971
H 0.4553 -4.1715 2.7688
H -0.5766 -5.4670 3.4232
C -4.7738 0.0614 1.7640
N -4.7386 1.2996 1.0099
C -3.9619 2.3378 1.2929
C -3.9413 3.5030 0.3277
O -3.1521 2.3755 2.2154
H -5.3393 0.2246 2.6814
H -3.7855 -0.3004 2.0478
H -5.3131 -0.7302 1.2439
H -5.4481 1.4113 0.2998
H -4.0053 4.4517 0.8607
H -4.8233 3.4302 -0.3086
H -3.0584 3.5807 -0.3069
C -1.6204 -5.0511 -1.7864
N -1.1737 -5.1649 -3.1388
C -1.4892 -4.1964 -4.0334
C -1.0901 -4.4852 -5.4601
O -2.0224 -3.1235 -3.7965
H -1.1178 -5.7393 -1.1068
H -2.7004 -5.1615 -1.6890
H -1.4037 -4.0986 -1.3028
H -0.6837 -5.9783 -3.4828
H -1.7156 -3.9520 -6.1760
H -1.0467 -5.5437 -5.7166
H -0.0423 -4.2396 -5.6330
C -0.0208 4.0378 4.0096
N -0.8637 2.8609 4.0167
C -0.7593 1.8288 4.8424
C -1.7186 0.6672 4.6271
O 0.1381 1.7493 5.6269
H -0.5372 4.9106 3.6102
H 0.7774 3.7642 3.3195
H 0.3648 4.3368 4.9842
H -1.7248 2.8074 3.4917
H -1.2883 -0.2425 5.0460
H -1.9014 0.5087 3.5643
H -2.7064 0.8711 5.0404
C -5.3321 -4.4796 -3.6109
N -4.7296 -3.2845 -3.2611
C -5.1680 -2.3722 -2.3940
C -4.3734 -1.1188 -2.1288
O -6.3306 -2.4682 -1.9727
H -6.4119 -4.3850 -3.4962
H -4.9928 -5.3532 -3.0542
H -5.1132 -4.6501 -4.6650
H -3.7724 -3.2103 -3.5748
H -4.9906 -0.2364 -1.9602
H -3.7438 -0.8873 -2.9879
H -3.6500 -1.3389 -1.3438
C 3.8389 0.1287 -3.2550
C 3.5872 1.2863 -2.2288
C 4.4429 0.8128 -1.0199
O 5.2044 -0.2259 -1.6103
C 5.2472 -0.2950 -2.9982
H 3.8342 0.4462 -4.2977
H 3.0677 -0.6414 -3.2692
H 2.5368 1.4108 -1.9654
H 3.9172 2.2568 -2.5994
H 3.8491 0.3784 -0.2157
H 5.0693 1.6141 -0.6281
H 5.3663 -1.3250 -3.3346
H 6.0188 0.3097 -3.4747
C 1.8275 4.7707 -1.5565
C 1.6913 4.5661 -0.0671
C 0.1982 4.6023 0.1715
O -0.3190 4.1160 -1.0554
C 0.6342 4.0651 -2.1306
H 2.7477 4.3401 -1.9513
H 1.8314 5.8402 -1.7667
H 2.2374 5.3437 0.4669
H 2.0396 3.6072 0.3165
H -0.0409 5.6643 0.2279
H -0.0463 3.9632 1.0200
H 0.2722 4.5447 -3.0400
H 0.7848 3.0023 -2.3198
C 2.8652 -2.6362 -0.7900
C 1.8065 -3.2901 -1.6532
C 2.2278 -4.7290 -1.7414
O 3.6186 -4.6478 -1.6725
C 4.0317 -3.5888 -0.8071
H 2.5312 -2.5478 0.2438
H 3.2518 -1.7248 -1.2460
H 1.8915 -2.8318 -2.6385
H 0.8272 -3.2031 -1.1827
H 1.9430 -5.1588 -2.7017
H 1.7942 -5.2655 -0.8975
H 4.9095 -3.1401 -1.2721
H 4.2650 -3.9426 0.1972
C 2.2938 -1.7259 3.4858
C 3.6139 -1.8857 2.7740
C 4.5913 -1.1137 3.6570
O 3.7896 -0.5125 4.6620
C 2.4174 -0.4662 4.2586
H 2.0871 -2.5830 4.1266
H 1.4577 -1.6033 2.7974
H 3.5223 -1.3497 1.8293
H 3.8360 -2.9472 2.6640
H 5.2108 -0.4332 3.0729
H 5.3197 -1.7789 4.1207
H 2.1872 0.4349 3.6901
H 1.7334 -0.5223 5.1054
C -2.1609 2.6509 -3.9766
C -2.4129 4.0947 -4.4770
C -3.3331 3.8299 -5.6567
O -4.3027 2.9707 -5.0976
C -3.5744 2.0462 -4.2302
H -1.8755 2.6510 -2.9246
H -1.4566 2.1346 -4.6289
H -1.5415 4.7106 -4.6993
H -3.0363 4.7357 -3.8537
H -2.8435 3.4918 -6.5700
H -3.8830 4.7267 -5.9421
H -3.4927 1.0417 -4.6453
H -4.0652 1.8195 -3.2837
C -0.5443 -0.5792 1.1289
C -1.1408 -0.4639 -0.2517
C -0.1885 0.4700 -1.0220
O 0.6764 0.9749 -0.0264
C 0.1788 0.7303 1.3096
H 0.1288 -1.4351 1.0774
H -1.3587 -0.7576 1.8310
H -2.1518 -0.0564 -0.2576
H -1.2083 -1.3970 -0.8109
H -0.7360 1.2354 -1.5720
H 0.4261 -0.0836 -1.7319
H -0.4919 1.5618 1.5261
H 0.9368 0.6430 2.0880
C 3.7345 3.1315 4.7521
C 3.6213 3.4181 3.3158
C 5.0269 3.3678 2.8550
O 5.7035 3.9764 3.9271
C 4.8809 4.0926 5.0977
H 4.0614 2.1146 4.9690
H 2.7975 3.3788 5.2512
H 3.3070 4.4478 3.1455
H 2.9329 2.7127 2.8504
H 5.1159 3.9370 1.9296
H 5.3833 2.3769 2.5735
H 4.5731 5.1302 5.2269
H 5.3548 3.8425 6.0469
```